{
  "formula": "C17H27ClFNO9",
  "method": "the ωB97M-V functional and the def2-TZVPD basis",
  "elements": ["C", "C", "C", "Cl", "C", "C", "O", "C", "O", "C", "C", "C", "C", "F", "N", "C", "O", "H", "H", "H", "H", "H", "H", "H", "H", "H", "H", "H", "H", "H", "H", "H", "C", "O", "C", "O", "O", "C", "H", "H", "H", "H", "H", "H", "C", "O", "C", "O", "O", "C", "H", "H", "H", "H", "H", "H"],
  "xyz": [[1.724316, 2.136391, 0.137302], [0.566272, 1.494181, -0.722851], [-0.650387, 2.493609, -1.011936], [-0.036499, 3.950846, -1.933270], [-1.294612, 2.845160, 0.393610], [-0.709595, 4.213143, 0.984503], [-1.590658, 4.425952, 2.152622], [-2.794959, 3.721941, 2.033659], [-3.605492, 3.507742, 2.879652], [-2.803345, 3.243995, 0.499555], [-3.940488, 2.215366, 0.099397], [-3.474539, 0.729056, -0.084664], [-2.956950, 0.023658, 1.217229], [-4.648901, -0.005196, -0.488830], [-3.207218, 4.492412, -0.276755], [-4.199455, 5.033359, 0.221548], [-5.109168, 5.443233, 0.809166], [1.865678, 3.237506, -0.076447], [1.381327, 2.097544, 1.219721], [2.702028, 1.594211, 0.090543], [0.977344, 1.073595, -1.685991], [0.180951, 0.606427, -0.141433], [-1.324395, 1.938775, -1.711839], [-0.857381, 2.106141, 1.110120], [0.313690, 4.160800, 1.433551], [-0.874696, 5.145538, 0.390195], [-4.421537, 2.569069, -0.860696], [-4.770936, 2.269929, 0.869598], [-2.730413, 0.568169, -0.908981], [-2.531421, -0.977209, 0.894738], [-2.125678, 0.554795, 1.747584], [-3.752237, -0.209164, 1.973660], [-2.943673, -4.239083, -0.128241], [-1.585170, -4.093139, 0.287390], [-0.751542, -5.005965, -0.227842], [-1.054247, -5.896130, -0.979499], [0.479033, -4.754897, 0.239559], [1.478559, -5.658073, -0.231347], [-3.523231, -3.449399, 0.348040], [-3.029942, -4.125895, -1.209715], [-3.343920, -5.202278, 0.190745], [1.568011, -5.601709, -1.317077], [1.255429, -6.678162, 0.084019], [2.428030, -5.358741, 0.210428], [5.756311, -0.172124, -2.639484], [6.106005, -1.255100, -1.778021], [5.310483, -1.386603, -0.710120], [4.366338, -0.688068, -0.440038], [5.746010, -2.429978, 0.006193], [4.984185, -2.689598, 1.184938], [6.466666, -0.164716, -3.464633], [4.753557, -0.311515, -3.045903], [5.828579, 0.779388, -2.110871], [3.950401, -2.928960, 0.930709], [5.025801, -1.838428, 1.865818], [5.427675, -3.551787, 1.680707]],
  "atomic_forces_ev_per_a": [[-0.73, 0.38, 0.89], [0.54, 0.13, -0.26], [0.74, -1.41, 0.62], [-0.43, -0.72, 0.31], [1.44, 2.79, -1.49], [-0.86, 0.18, 1.01], [-1.36, -1.01, 0.58], [1.66, -0.34, -1.62], [0.56, 0.53, -0.26], [-1.24, -1.03, 0.71], [0.05, -0.48, 0.07], [-0.66, -0.27, 1.03], [0.38, -0.93, -0.33], [1.07, 0.65, 0.23], [-0.07, 0.37, 0.55], [1.10, -1.07, 0.31], [-0.21, 0.60, -0.61], [0.01, -1.32, -0.10], [0.58, 0.02, -1.07], [-0.97, 0.39, -0.21], [-0.51, 0.66, 0.87], [0.11, 0.86, -0.67], [0.31, 0.86, 0.70], [-1.40, 0.29, -0.46], [-0.90, -0.05, -0.74], [0.49, -1.23, -0.02], [0.80, -0.50, 0.93], [1.06, -0.23, -0.64], [-0.72, 0.42, 0.70], [-0.44, 1.06, 0.42], [-0.82, -0.26, -0.60], [0.48, 0.56, -0.88], [-0.42, 0.03, -0.08], [0.22, -0.08, -0.03], [0.00, 0.09, 0.07], [0.07, 0.17, 0.15], [-0.21, 0.05, -0.02], [0.31, -0.20, -0.09], [0.26, 0.03, 0.08], [0.04, -0.16, 0.06], [0.10, 0.00, -0.15], [-0.12, -0.11, 0.07], [-0.07, 0.06, -0.15], [-0.19, 0.17, 0.09], [-0.03, 0.28, -0.29], [-0.11, -0.09, 0.22], [0.16, -0.10, -0.06], [0.12, -0.09, -0.04], [-0.03, 0.16, -0.17], [-0.15, -0.15, 0.33], [0.06, -0.21, 0.17], [0.01, 0.08, 0.16], [-0.15, -0.09, 0.01], [0.03, 0.18, 0.02], [-0.13, 0.00, -0.12], [0.15, 0.06, -0.23]],
  "mulliken_charge": [-0.933, -0.519, 0.209, -0.167, -0.848, -0.773, -0.405, 0.398, -0.532, 1.666, -1.313, 0.855, -0.878, -0.401, -0.859, 0.739, -0.407, 0.253, 0.238, 0.290, 0.413, 0.219, 0.351, 0.337, 0.390, 0.353, 0.371, 0.329, -0.017, 0.072, 0.230, 0.343, -0.706, -0.261, 0.740, -0.532, -0.276, -0.627, 0.210, 0.340, 0.327, 0.326, 0.305, 0.162, -0.604, -0.317, 0.823, -0.539, -0.326, -0.526, 0.211, 0.283, 0.281, 0.192, 0.290, 0.223],
  "homo_ev": -10.2,
  "e_tot_ha": -1955.91524,
  "lumo_energy_ha": 0.01301,
  "homo_lumo_gap_ev": 10.55,
  "charge": 0,
  "smiles": "CC[C@H](Cl)[C@H]1COC(=O)[C@@]1(C[C@@H](C)F)N=C=O.COC(=O)OC.COC(=O)OC"
}